[1]
58
Properties=species:S:1:pos:R:3:lowdin_spin:R:1 method="wB97M-V/def2-TZVPD" s2=8.7596 energy_ev=-344760.63053 charge=-2 multiplicity=6
Mn -0.28336 0.02401 -0.64127 4.619
Se 1.55955 0.44439 4.23488 0.014
Sb 1.82867 -0.96633 2.28679 0.018
Se -0.42509 -1.71346 1.34748 0.052
Se 2.06097 0.75269 0.14199 0.066
Se 3.10938 -2.96695 2.68147 0.015
Cl -3.62870 -3.83150 -2.06826 0.000
C -3.20549 -2.49216 -0.93395 0.001
C -3.27903 -1.10508 -1.60517 0.008
O -4.30525 -0.80702 -2.21095 0.007
O -2.26093 -0.37425 -1.40493 0.059
H -2.21571 -2.70068 -0.54727 0.000
H -3.92567 -2.53510 -0.12106 0.000
C 1.98655 -3.77689 -0.57410 0.002
N 1.20170 -2.81268 -1.38048 0.009
C 0.10254 -3.48647 -2.10568 0.002
C 2.09733 -1.99525 -2.27010 0.003
C 1.35028 -1.10495 -3.22868 0.010
C 1.62741 -1.23329 -4.58685 0.000
C 1.01016 -0.40140 -5.50715 0.005
C 0.09842 0.53987 -5.04458 0.001
C -0.18216 0.62689 -3.68924 0.014
C 0.43419 -0.17807 -2.71678 0.030
H 1.39247 -4.08337 0.28302 0.001
H 2.87491 -3.28450 -0.19326 0.000
H 2.25335 -4.62608 -1.20469 0.000
H 0.73929 -2.19085 -0.67172 0.008
H 0.53222 -4.15061 -2.85520 0.000
H -0.52146 -2.73647 -2.58476 0.001
H -0.48430 -4.05384 -1.38656 0.000
H 2.73045 -2.70737 -2.80529 0.000
H 2.69958 -1.39356 -1.58573 0.001
H 2.33627 -1.98319 -4.92886 0.000
H 1.22665 -0.49409 -6.56559 0.000
H -0.41019 1.19096 -5.74820 0.000
H -0.93752 1.34132 -3.37412 0.003
C -3.88332 1.90450 0.52173 0.000
C -2.87710 2.96012 0.06745 0.006
P -1.14276 2.37262 0.28889 0.031
C -0.11398 3.81850 -0.24083 0.004
C -0.76657 5.19652 -0.26488 0.001
C -0.92725 2.29816 2.10152 0.004
C -1.25822 3.52705 2.93414 0.001
H -4.90481 2.28715 0.45711 0.000
H -3.70280 1.60556 1.55646 0.000
H -3.81085 1.01807 -0.10544 0.000
H -3.03426 3.89990 0.60517 0.001
H -3.01314 3.16894 -0.99679 0.000
H 0.28071 3.57069 -1.22791 0.001
H 0.75344 3.80433 0.42080 0.000
H -1.60131 5.23283 -0.96791 0.000
H -0.04305 5.95574 -0.57394 0.000
H -1.15033 5.48324 0.71565 0.000
H 0.11517 2.00571 2.25149 0.000
H -1.49090 1.42749 2.44238 0.000
H -0.66242 4.39031 2.62724 0.000
H -1.02722 3.32898 3.98316 0.000
H -2.31532 3.80204 2.86508 0.000



[2]
58
Properties=species:S:1:pos:R:3:lowdin_charge:R:1 method="wB97M-V/def2-TZVPD" energy_ev=-48424.60333 smiles="C[C@@H](CC(=O)N1CC(F)(C(=O)N(CCS(=O)(=O)O)CC(N)=O)C1)CC(C)(C)C" relative_energy_kj_mol=50.2
C -1.87391 3.75672 0.82545 -0.061
C -0.69937 2.92812 0.31102 -0.352
C 0.30874 2.73213 1.44712 -0.076
C 1.56632 2.04462 0.96329 -0.461
O 2.11814 2.34460 -0.08420 0.068
N 2.07721 1.07218 1.76148 0.003
C 1.41940 0.15748 2.70080 -0.007
C 2.32916 -0.98317 2.16491 -0.326
F 3.14794 -1.50448 3.12855 0.069
C 1.45051 -2.10611 1.61580 -0.384
O 0.96282 -2.87218 2.41488 0.119
N 0.96929 -2.01748 0.31481 -0.014
C -0.20671 -2.86409 0.07538 -0.168
C -1.41971 -2.31042 0.80997 -0.210
S -2.90701 -3.15856 0.36807 0.578
O -3.98220 -2.63721 1.15411 -0.275
O -2.98839 -3.23505 -1.05304 -0.260
O -2.61059 -4.64313 0.87166 -0.142
C 1.83720 -1.84276 -0.84149 -0.076
C 3.29043 -2.23799 -0.59744 -0.531
N 4.14046 -1.85136 -1.57733 0.182
O 3.63640 -2.86622 0.37942 0.102
C 3.04356 0.07720 1.30159 -0.013
C -1.12989 1.56316 -0.25158 -0.131
C -1.48244 1.47564 -1.74936 -0.592
C -2.65504 2.38285 -2.12319 -0.053
C -1.87121 0.02511 -2.04473 -0.054
C -0.26800 1.84048 -2.60612 -0.047
H -2.40591 3.21868 1.61509 0.086
H -1.52628 4.70307 1.24421 0.081
H -2.59274 3.98581 0.04179 0.061
H -0.17828 3.48421 -0.47096 0.129
H 0.61080 3.70292 1.84973 0.134
H -0.14870 2.17888 2.27177 0.116
H 1.61842 0.37749 3.74961 0.138
H 0.34992 0.01885 2.53756 0.123
H -0.41795 -2.85124 -0.99163 0.112
H -0.01441 -3.89326 0.38358 0.137
H -1.31810 -2.38967 1.89069 0.109
H -1.60092 -1.26946 0.53561 0.087
H -2.99445 -4.75518 1.75379 0.103
H 1.47301 -2.48700 -1.64348 0.138
H 1.79885 -0.81681 -1.22193 0.115
H 3.85006 -1.25573 -2.33179 0.110
H 5.11558 -2.07742 -1.47961 0.120
H 3.05992 -0.01097 0.22017 0.096
H 4.05817 0.24798 1.66151 0.144
H -0.31916 0.83942 -0.09004 0.103
H -1.98489 1.19912 0.33406 0.127
H -2.38679 3.43781 -2.05154 0.078
H -2.96090 2.19325 -3.15441 0.086
H -3.51869 2.20219 -1.47917 0.091
H -1.04066 -0.65003 -1.81708 0.070
H -2.73538 -0.29088 -1.45504 0.085
H -2.12470 -0.10618 -3.09842 0.092
H 0.60238 1.24212 -2.32725 0.072
H -0.48438 1.66409 -3.66237 0.087
H 0.01306 2.88788 -2.49427 0.082



[3]
57
Properties=species:S:1:pos:R:3:lowdin_charge:R:1 method="wB97M-V/def2-TZVPD" energy_ev=-102216.75848 charge=-1 relative_energy_kj_mol=0.0
C 2.21240 2.09977 3.37164 -0.070
C 2.22853 1.87497 2.18108 -0.277
Ga 2.08526 2.05630 0.19756 -0.048
I 3.11353 -0.11851 -0.86162 0.344
C 0.17537 2.36809 -0.41770 -0.314
C -0.66279 1.10929 -0.68823 -0.334
C -0.51096 0.00283 0.36285 -0.276
P -1.50916 0.26376 1.83442 0.487
O -1.10077 1.34753 2.72934 -0.249
O -3.01024 0.53513 1.31292 -0.208
C -3.87992 -0.58870 1.11295 -0.287
C -5.15342 -0.06162 0.49056 -0.075
O -1.59252 -1.15374 2.59707 -0.223
C -0.34891 -1.88673 2.64267 -0.278
C -0.40705 -2.92149 3.74477 -0.076
H 2.03058 2.30766 4.39588 -0.016
H 2.98536 3.28650 -0.28095 -0.089
H 0.26746 2.90590 -1.36730 0.030
H -0.34199 3.05473 0.25520 0.044
H -0.48536 0.72957 -1.69375 0.095
H -1.72718 1.38370 -0.67830 0.079
H -0.88635 -0.93537 -0.07094 0.095
H 0.52500 -0.19148 0.63884 0.008
H -3.40185 -1.27333 0.40645 0.115
H -4.08587 -1.11266 2.04372 0.112
H -5.82845 -0.90576 0.31781 0.075
H -4.96702 0.38512 -0.48404 0.057
H -5.67332 0.61321 1.16748 0.078
H -0.18366 -2.39363 1.69175 0.116
H 0.46295 -1.18330 2.83630 0.120
H -1.02552 -3.77169 3.45567 0.070
H -0.79237 -2.50050 4.67095 0.077
H 0.60578 -3.29151 3.90593 0.077
O 4.92320 -2.07939 0.20398 -0.071
C 6.07469 -1.95187 0.47571 -0.506
O 6.53445 -0.95341 1.27784 0.022
C 7.96205 -0.97606 1.33582 -0.168
C 8.36059 -2.39987 0.95884 -0.164
C 7.24945 -2.78668 -0.01506 -0.077
H 8.34962 -0.23765 0.62928 0.126
H 8.27788 -0.69986 2.33964 0.121
H 9.36495 -2.46872 0.54347 0.108
H 8.31677 -3.04180 1.84036 0.113
H 7.48050 -2.49112 -1.03962 0.128
H 7.00548 -3.84445 0.02020 0.119
O -3.43255 2.04161 -6.34828 0.124
C -4.12169 1.84581 -5.39337 -0.486
O -4.47583 0.59903 -4.99032 0.024
C -5.39475 0.67419 -3.88911 -0.161
C -5.16578 2.04580 -3.26832 -0.159
C -4.76572 2.87877 -4.48389 -0.074
H -6.40902 0.55952 -4.28012 0.123
H -5.19106 -0.14211 -3.19999 0.118
H -6.03489 2.42631 -2.73509 0.115
H -4.33401 2.00188 -2.56390 0.114
H -5.63204 3.29854 -4.99788 0.127
H -4.05983 3.66744 -4.24118 0.126



[4]
56
Properties=species:S:1:pos:R:3:lowdin_spin:R:1 method="wB97M-V/def2-TZVPD" s2=2.0255 energy_ev=-46488.92861 charge=+2 multiplicity=3
Pt 8.45628 10.15054 9.74369 0.502
I 7.62973 12.72611 8.98623 0.246
C 9.24900 11.96269 10.17531 0.040
I 10.50620 9.58708 8.32973 0.215
H 9.08464 12.39846 11.14187 0.000
H 10.16749 12.34804 9.76581 0.000
C 8.24068 12.62061 13.73703 0.001
N 7.41934 11.71810 12.93584 0.009
C 6.18054 12.34441 12.38485 0.003
C 7.68575 10.44572 12.71578 0.026
N 7.27226 9.86496 11.51199 0.179
C 6.69380 8.66505 11.53142 0.136
C 6.07455 8.16707 12.69766 0.009
C 5.44981 6.94840 12.71633 0.099
C 5.39353 6.15734 11.53129 0.084
C 5.95315 6.59006 10.35814 0.016
C 6.67483 7.82291 10.36956 0.118
N 7.35593 8.37482 9.32082 0.227
C 7.31321 7.79534 8.06078 0.028
N 7.96448 6.65302 7.82246 0.015
C 7.58068 5.80363 6.73172 0.003
C 8.85979 6.01632 8.82128 0.000
N 6.66779 8.50776 7.11776 0.003
C 7.26594 8.78523 5.78868 0.003
C 5.62923 9.50196 7.52053 0.001
N 8.41202 9.78338 13.58279 0.018
C 8.50592 10.16824 15.00690 0.003
C 9.23410 8.65083 13.28026 0.003
H 8.27311 13.54496 13.10574 0.001
H 9.26861 12.28574 13.87704 0.000
H 7.82076 12.87819 14.69467 0.000
H 5.62463 12.70227 13.26664 0.001
H 5.61451 11.65916 11.85513 0.001
H 6.40829 13.23211 11.80321 0.000
H 6.17277 8.77870 13.58073 -0.002
H 5.03833 6.55697 13.65091 0.004
H 4.96328 5.17061 11.68123 0.003
H 5.93234 6.01653 9.42640 -0.001
H 6.87722 6.24921 6.04431 0.000
H 7.21064 4.88057 7.19238 0.001
H 8.42068 5.53165 6.13867 0.000
H 9.71414 6.73931 8.94254 0.001
H 9.25023 5.15323 8.31512 0.000
H 8.32269 5.71020 9.69879 0.000
H 8.14483 8.16385 5.56106 0.000
H 7.49965 9.87255 5.79021 0.000
H 6.55934 8.66045 4.97708 0.000
H 5.13074 9.14212 8.41269 0.000
H 4.94778 9.59246 6.71236 0.000
H 6.09877 10.44739 7.66959 0.001
H 7.66956 10.88709 15.12429 0.000
H 9.50446 10.55909 15.20413 0.000
H 8.36931 9.26196 15.58634 0.001
H 9.42711 8.55976 12.23444 0.002
H 8.78934 7.63394 13.53105 0.000
H 10.20188 8.76270 13.75244 0.000